Density functional theory data (wB97M-V/def2-TZVPD) for a molecular structure, C16H18ClIr.

Structure (XYZ):
```
36
C16H18ClIr wB97M-V/def2-TZVPD
Ir -0.027 0.881 0.135
C 1.672 3.697 -0.676
C 1.436 2.592 0.317
C 2.137 1.372 0.252
C 2.157 0.421 1.342
C 3.137 -0.690 1.340
C 1.238 0.597 2.381
C 0.416 1.730 2.435
C -0.469 1.999 3.592
C 0.486 2.682 1.349
H 1.315 3.440 -1.674
H 2.744 3.873 -0.775
H 1.194 4.623 -0.368
H 2.835 1.241 -0.568
H 4.080 -0.372 0.893
H 2.776 -1.525 0.728
H 3.311 -1.069 2.346
H 1.225 -0.108 3.204
H -1.506 1.718 3.372
H -0.494 3.068 3.814
H -0.158 1.440 4.472
H -0.144 3.565 1.387
Cl -2.703 -6.308 0.932
C -2.364 -4.684 0.667
C -2.230 -4.171 -0.611
C -1.972 -2.767 -0.830
C -1.829 -1.848 0.229
C -1.702 -0.419 -0.021
C -1.930 -2.393 1.508
C -2.200 -3.801 1.729
H -2.319 -4.839 -1.462
H -1.918 -2.412 -1.854
H -2.293 0.194 0.682
H -1.917 -0.170 -1.072
H -1.832 -1.746 2.372
H -2.292 -4.179 2.742
```

Computed properties:
Energy above the lowest of the compared OMol25 structures with the same formula, charge and spin ... 1.396 eV
Kohn-Sham gap (spin up / spin down) ... 6.18 / 4.90 eV
HOMO level (spin up / spin down) ... -19.0673 / -18.9839 eV
Expectation value of S² ... 1.179
Multiplicity ... 2
Total charge ... +3
E_LUMO (spin up / spin down) ... -12.9 / -14.1 eV
Calculated total energy ... -32210.662 eV

So, what does the Löwdin scheme give us? The charges, in e, come out as: Ir 1.259; C 0.018; C -0.331; C -0.075; C -0.212; C 0.029; C 0.026; C -0.225; C 0.028; C -0.054; H 0.110; H 0.119; H 0.109; H 0.163; H 0.124; H 0.127; H 0.117; H 0.157; H 0.123; H 0.125; H 0.116; H 0.163; Cl 0.896; C -0.649; C 0.076; C 0.120; C -0.267; C -0.142; C 0.100; C 0.058; H 0.154; H 0.151; H 0.103; H 0.095; H 0.142; H 0.146

***

Density functional theory data (wB97M-V/def2-TZVPD) for C16H18ClN3O2 in the gas phase.

Structure (XYZ):
```
40
C16H18ClN3O2 wB97M-V/def2-TZVPD
C -0.077 -4.603 1.118
C -0.472 -3.238 1.531
O -1.436 -3.075 2.447
N -1.623 -1.757 2.678
C -0.789 -1.094 1.913
C -0.762 0.367 1.946
C -1.974 1.057 1.966
C -2.005 2.438 1.942
C -0.820 3.155 1.905
C 0.393 2.489 1.921
C 0.424 1.103 1.949
Cl 1.962 0.307 2.023
C -0.024 -2.005 1.121
C 1.074 -1.772 0.151
O 2.140 -2.357 0.256
N 0.821 -0.900 -0.849
C -0.477 -0.326 -1.141
C -0.460 0.237 -2.565
N 0.530 1.286 -2.740
C 0.027 2.616 -2.475
C 1.749 1.022 -1.980
C 1.913 -0.464 -1.698
H -0.766 -4.989 0.367
H -0.100 -5.269 1.977
H 0.926 -4.568 0.700
H -2.886 0.483 1.992
H -2.952 2.955 1.949
H -0.836 4.234 1.875
H 1.322 3.038 1.918
H -1.252 -1.092 -1.043
H -0.712 0.490 -0.447
H -1.446 0.634 -2.809
H -0.239 -0.569 -3.272
H 0.811 3.334 -2.710
H -0.278 2.767 -1.427
H -0.825 2.813 -3.123
H 1.737 1.555 -1.015
H 2.602 1.388 -2.560
H 1.937 -1.034 -2.632
H 2.843 -0.658 -1.158
```

Computed properties:
Energy above the lowest of the compared OMol25 structures with the same formula, charge and spin ... 1.129 eV
Kohn-Sham gap ... 9.16 eV
HOMO level ... -8.5863 eV
Total charge ... 0
E_LUMO ... 0.6 eV
Calculated total energy ... -37971.039 eV

So, what does the Löwdin scheme give us? The charges, in e, come out as: C 0.022; C -0.234; O 0.035; N 0.129; C -0.217; C -0.204; C -0.024; C -0.072; C -0.080; C -0.106; C -0.573; Cl 0.810; C -0.049; C -0.493; O 0.046; N -0.036; C -0.114; C -0.165; N -0.217; C -0.099; C -0.171; C -0.122; H 0.093; H 0.093; H 0.085; H 0.118; H 0.105; H 0.106; H 0.105; H 0.138; H 0.107; H 0.122; H 0.120; H 0.087; H 0.079; H 0.083; H 0.113; H 0.124; H 0.133; H 0.125

***

Density functional theory data (wB97M-V/def2-TZVPD) for a molecular structure, C16H18CrN3O9S2.

Structure (XYZ):
```
49
C16H18CrN3O9S2 wB97M-V/def2-TZVPD
Cr 0.765 0.636 -0.374
O -1.655 -1.185 -4.161
C -1.171 -0.841 -3.061
O -1.682 -0.237 -2.106
C 0.298 -1.311 -2.852
C 0.862 -2.200 -3.774
C 2.061 -2.821 -3.491
C 2.661 -2.606 -2.254
C 2.059 -1.702 -1.412
N 0.964 -1.015 -1.738
C 2.517 -1.511 0.031
O 3.425 -2.209 0.463
O 1.800 -0.671 0.692
H 0.288 -2.382 -4.669
H 2.505 -3.507 -4.206
H 3.550 -3.116 -1.911
C 3.046 2.662 3.053
C 2.520 2.253 1.697
S 0.796 1.963 1.567
C 3.343 2.104 0.644
C 4.832 2.319 0.770
S 2.794 1.588 -0.942
H 2.226 2.783 3.761
H 3.599 3.607 3.022
H 3.726 1.907 3.463
H 5.084 3.117 1.473
H 5.263 2.576 -0.200
H 5.341 1.411 1.113
O -2.233 1.331 0.690
C -1.848 0.116 1.016
O -0.853 -0.425 0.590
C -2.745 -0.649 1.969
N -3.897 0.172 2.382
C -5.143 -0.499 1.978
C -4.706 -1.366 0.804
C -3.338 -1.872 1.254
H -2.114 -0.930 2.815
H -3.055 1.477 1.217
H -3.865 0.413 3.362
H -5.905 0.232 1.708
H -5.545 -1.128 2.782
H -4.601 -0.759 -0.098
H -5.413 -2.168 0.595
H -2.699 -2.197 0.436
H -3.449 -2.700 1.958
O 0.555 1.575 -3.233
N -0.099 2.333 -2.555
O -0.669 3.320 -2.985
O -0.197 2.109 -1.286
```

Computed properties:
Energy above the lowest of the compared OMol25 structures with the same formula, charge and spin ... 0.753 eV
Kohn-Sham gap (spin up / spin down) ... 4.80 / 4.80 eV
HOMO level (spin up / spin down) ... -0.6680 / -0.6641 eV
Expectation value of S² ... 0.790
Multiplicity ... 2
Total charge ... -2
E_LUMO (spin up / spin down) ... 4.1 / 4.1 eV
Calculated total energy ... -89874.253 eV

So, what does the Löwdin scheme give us? The charges, in e, come out as: Cr 0.437; O -0.062; C -0.666; O -0.018; C -0.138; C -0.011; C -0.068; C -0.013; C -0.195; N 0.099; C -0.600; O 0.026; O -0.181; H 0.102; H 0.091; H 0.107; C -0.159; C -0.759; S 0.672; C -0.750; C -0.153; S 0.697; H 0.038; H 0.056; H 0.071; H 0.050; H 0.045; H 0.074; O 0.132; C -0.510; O 0.011; C -0.218; N -0.032; C -0.209; C -0.163; C -0.114; H 0.161; H 0.117; H 0.116; H 0.104; H 0.104; H 0.124; H 0.105; H 0.124; H 0.112; O 0.009; N -0.555; O 0.009; O -0.223

***

Density functional theory data (wB97M-V/def2-TZVPD) for a molecular structure, C16H18N3O2PtSe2.

Structure (XYZ):
```
42
C16H18N3O2PtSe2 wB97M-V/def2-TZVPD
Pt 0.486 -0.537 -0.374
O 4.165 0.907 -1.342
C 3.046 0.475 -1.275
N 2.316 0.187 -0.142
C 2.787 0.330 1.146
O 3.867 0.703 1.510
C 1.726 -0.074 2.146
C 1.969 0.045 3.498
C 0.976 -0.310 4.393
C -0.234 -0.772 3.898
C -0.407 -0.867 2.531
N 0.556 -0.532 1.665
C 2.217 0.231 -2.517
C 2.730 0.535 -3.760
C 1.949 0.317 -4.881
C 0.677 -0.204 -4.714
C 0.227 -0.489 -3.439
N 0.979 -0.280 -2.353
H 2.936 0.419 3.807
H 1.137 -0.219 5.459
H -1.042 -1.057 4.556
H -1.332 -1.217 2.108
H 3.733 0.937 -3.808
H 2.324 0.553 -5.868
H 0.028 -0.394 -5.557
H -0.754 -0.911 -3.286
C -2.223 -2.880 0.463
Se -1.688 -1.586 -0.884
C -3.156 -0.305 -0.673
C -2.922 0.815 0.321
Se -1.651 2.102 -0.402
C -1.244 2.996 1.270
H -2.867 -3.607 -0.022
H -2.752 -2.390 1.277
H -1.325 -3.366 0.836
H -4.013 -0.919 -0.397
H -3.341 0.092 -1.671
H -2.547 0.440 1.275
H -3.869 1.321 0.507
H -2.141 3.449 1.683
H -0.518 3.772 1.041
H -0.807 2.291 1.975
```

Computed properties:
Energy above the lowest of the compared OMol25 structures with the same formula, charge and spin ... 0.000 eV
Kohn-Sham gap ... 7.70 eV
HOMO level ... -11.0726 eV
Total charge ... +1
E_LUMO ... -3.4 eV
Calculated total energy ... -159384.551 eV

So, what does the Löwdin scheme give us? The charges, in e, come out as: Pt 0.917; O 0.147; C -0.423; N -0.042; C -0.427; O 0.150; C -0.166; C 0.037; C -0.007; C -0.016; C -0.118; N -0.073; C -0.163; C 0.036; C -0.008; C -0.019; C -0.122; N -0.082; H 0.136; H 0.126; H 0.121; H 0.065; H 0.135; H 0.125; H 0.121; H 0.061; C -0.340; Se 0.928; C -0.505; C -0.565; Se 0.913; C -0.390; H 0.038; H 0.031; H 0.039; H 0.080; H 0.066; H 0.047; H 0.079; H 0.031; H 0.027; H 0.010

***

Density functional theory data (wB97M-V/def2-TZVPD) for a molecular structure, C16H18N4.

Structure (XYZ):
```
38
C16H18N4 wB97M-V/def2-TZVPD
C 3.597 -0.011 1.637
N 2.199 -0.426 1.452
C 1.959 -1.545 0.535
C 1.183 0.425 1.817
C -0.212 0.168 1.675
C -0.778 -1.090 2.003
C -2.118 -1.327 1.824
C -2.953 -0.348 1.286
C -4.395 -0.633 1.049
C -2.414 0.897 0.962
C -1.085 1.167 1.170
H 4.292 -0.749 1.242
H 3.784 0.929 1.119
H 3.816 0.119 2.697
H 2.852 -1.795 -0.031
H 1.642 -2.435 1.075
H 1.188 -1.271 -0.183
H 1.492 1.414 2.113
H -0.148 -1.852 2.427
H -2.550 -2.274 2.104
H -4.915 0.238 0.650
H -4.521 -1.445 0.331
H -4.900 -0.919 1.973
H -3.054 1.633 0.506
H -0.679 2.119 0.875
C 3.205 4.987 5.665
C 2.885 4.013 4.743
C 2.499 2.752 5.198
C 2.445 2.496 6.638
C 2.774 3.514 7.531
C 3.150 4.744 7.035
N 2.044 1.179 6.853
N 1.943 0.923 5.601
N 2.126 1.591 4.522
H 3.501 5.962 5.316
H 2.934 4.204 3.687
H 2.730 3.321 8.587
H 3.407 5.533 7.722
```

Computed properties:
Energy above the lowest of the compared OMol25 structures with the same formula, charge and spin ... 5.733 eV
Kohn-Sham gap ... 4.39 eV
HOMO level ... -6.2264 eV
Total charge ... 0
E_LUMO ... -1.8 eV
Calculated total energy ... -22839.632 eV

So, what does the Löwdin scheme give us? The charges, in e, come out as: C -0.016; N -0.113; C -0.019; C 0.065; C -0.186; C -0.005; C -0.020; C -0.250; C -0.040; C -0.025; C 0.007; H 0.089; H 0.102; H 0.094; H 0.093; H 0.094; H 0.103; H 0.120; H 0.118; H 0.122; H 0.081; H 0.091; H 0.093; H 0.116; H 0.121; C -0.144; C -0.081; C -0.284; C -0.283; C -0.063; C -0.139; N 0.054; N -0.258; N 0.022; H 0.082; H 0.080; H 0.093; H 0.084

***

Density functional theory data (wB97M-V/def2-TZVPD) for a molecular structure, C16H18N4O6Se3SiTeZn.

Structure (XYZ):
```
50
C16H18N4O6Se3SiTeZn wB97M-V/def2-TZVPD
Zn -0.998 1.960 -0.008
Se -2.690 -0.165 0.212
Se -4.414 0.591 -1.109
Te -3.960 2.991 -1.906
Se -2.587 3.908 -0.040
C -2.427 2.080 3.508
C -0.942 1.948 3.323
C -0.063 1.887 4.392
C 1.293 1.685 4.118
C 1.738 1.548 2.825
C 0.798 1.625 1.763
N -0.513 1.836 2.067
N 1.026 1.543 0.439
Si 2.350 0.700 -0.261
C 2.175 0.692 -2.123
C 4.054 1.465 0.070
C 2.395 -1.068 0.417
H -2.664 2.712 4.365
H -2.858 1.090 3.679
H -2.883 2.495 2.609
H -0.425 1.981 5.407
H 2.005 1.638 4.936
H 2.785 1.400 2.601
H 2.761 1.498 -2.577
H 1.135 0.833 -2.424
H 2.521 -0.258 -2.542
H 4.079 2.510 -0.255
H 4.809 0.915 -0.503
H 4.347 1.431 1.122
H 1.561 -1.228 1.107
H 3.319 -1.280 0.965
H 2.304 -1.808 -0.383
O -1.770 0.854 -4.002
C -1.444 0.616 -2.842
O -1.127 1.512 -1.967
C -1.347 -0.821 -2.380
C -1.283 -1.800 -3.295
C -1.114 -3.179 -2.917
C -1.081 -3.523 -1.581
C -1.151 -2.551 -0.609
C -1.220 -1.095 -0.918
N -1.051 -2.940 0.735
O -1.031 -4.136 1.055
O -1.080 -2.041 1.588
N -0.939 -4.178 -3.897
O -0.949 -3.851 -5.087
O -0.760 -5.354 -3.549
H -1.357 -1.544 -4.342
H -0.973 -4.555 -1.285
H -0.356 -0.569 -0.503
```

Computed properties:
Energy above the lowest of the compared OMol25 structures with the same formula, charge and spin ... 0.901 eV
Kohn-Sham gap ... 5.91 eV
HOMO level ... -1.7354 eV
Total charge ... -2
E_LUMO ... 4.2 eV
Calculated total energy ... -294759.399 eV

So, what does the Löwdin scheme give us? The charges, in e, come out as: Zn 0.300; Se 0.561; Se -0.044; Te 0.283; Se -0.162; C -0.041; C -0.334; C -0.073; C -0.096; C -0.035; C -0.439; N 0.061; N -0.083; Si 0.397; C -0.154; C -0.197; C -0.162; H 0.072; H 0.084; H 0.023; H 0.092; H 0.094; H 0.076; H 0.025; H 0.012; H 0.030; H 0.022; H 0.021; H 0.001; H 0.017; H 0.018; H 0.025; O -0.002; C -0.714; O -0.268; C -0.175; C 0.052; C -0.169; C 0.070; C -0.207; C -0.401; N -0.386; O -0.008; O -0.065; N -0.394; O -0.004; O -0.022; H 0.122; H 0.123; H 0.056